{
  "formula": "C6H28NO8",
  "method": "ωB97M-V/def2-TZVPD",
  "elements": ["C", "C", "N", "C", "C", "C", "C", "O", "H", "H", "H", "H", "H", "H", "H", "H", "H", "H", "H", "H", "H", "H", "H", "H", "O", "H", "H", "O", "H", "H", "O", "H", "H", "O", "H", "H", "O", "H", "H", "O", "H", "H", "O"],
  "xyz": [[2.49849, 1.29249, -1.54942], [2.64782, 1.04773, -0.05963], [1.85646, -0.10011, 0.40588], [1.69611, -0.09963, 1.87687], [0.25266, 0.28940, 2.24208], [2.40203, -1.35757, -0.09380], [1.41624, -2.54918, 0.06699], [1.30434, -3.19898, -1.17732], [3.04164, 0.56750, -2.17100], [1.44232, 1.20644, -1.85416], [2.79693, 2.29903, -1.85646], [2.29210, 1.95095, 0.46421], [3.72858, 0.94043, 0.19452], [1.94620, -1.10234, 2.25328], [2.39826, 0.59503, 2.36119], [-0.10313, 1.11070, 1.60384], [0.21216, 0.57287, 3.28344], [-0.41266, -0.52993, 2.01915], [3.38285, -1.59881, 0.34406], [2.58274, -1.23745, -1.18066], [1.80985, -3.28644, 0.74688], [0.44008, -2.22411, 0.43072], [0.63900, -2.75182, -1.80044], [-0.04034, -1.39208, -3.23587], [-0.51300, -1.97831, -2.63512], [-1.58420, 0.96344, -1.58364], [-2.59231, 1.96343, -2.32118], [-1.74450, 1.94945, -1.86795], [-0.98628, -1.33428, -1.90359], [-0.79231, -0.28402, -0.35640], [-1.54478, -0.41264, -0.96611], [-2.30582, -3.31841, -0.26361], [-2.25087, -1.77567, -0.18580], [-2.67410, -2.57447, 0.22206], [-2.32501, 2.68447, -0.35388], [-3.29122, 2.03918, 0.59999], [-2.83776, 2.89975, 0.46780], [-2.96055, 0.09315, -0.28928], [-4.06545, -0.42236, 0.66508], [-3.78997, 0.37572, 0.19782], [-1.83888, 3.15549, 1.88545], [-0.87771, 2.32470, 2.68998], [-1.25601, 3.20727, 2.68401]],
  "de_lowest_kcal_mol": 14.2,
  "charge": -1,
  "fmax_ev_per_a": 1.4,
  "homo_lumo_gap_ev": 9.30,
  "e_tot_ha": -902.1655
}